No. 1
{
  "formula": "C5H4S",
  "method": "ωB97M-V with the def2-TZVPD basis set",
  "symbols": ["C", "C", "C", "C", "C", "S", "H", "H", "H", "H"],
  "xyz": [[-2.9683, -0.5985, 0.0100], [-1.8437, -0.2269, 0.0108], [-0.5146, 0.3457, -0.0602], [-0.2661, 1.6384, 0.0258], [0.5566, -0.6159, 0.0516], [2.1393, -0.3090, -0.0229], [-3.8628, -1.1184, -0.1994], [0.7137, 2.0678, 0.0187], [-1.0332, 2.3056, 0.0616], [0.1703, -1.5676, 0.2578]],
  "lowdin_charge": [0.13, -0.10, -0.40, 0.09, -0.62, 0.72, 0.03, 0.06, 0.05, 0.04],
  "homo_ev": -9.0,
  "de_lowest_kcal_mol": 42.4,
  "smiles": "C#CC(=C)C=S"
}

No. 2
{
  "formula": "C5H4S2",
  "method": "ωB97M-V with the def2-TZVPD basis set",
  "symbols": ["S", "C", "C", "C", "C", "C", "S", "H", "H", "H", "H"],
  "xyz": [[1.4515, -1.7996, -1.7368], [0.6990, -0.7911, -0.7214], [1.1165, -0.4095, 0.6187], [0.3121, 0.5030, 1.1438], [-0.9001, 0.7174, 0.2847], [-0.5878, -0.0786, -1.0302], [-1.4711, -0.2191, -2.4239], [1.9400, -0.9682, 0.9577], [0.4524, 0.9462, 2.1202], [-1.1696, 1.8292, 0.1063], [-1.8430, 0.2704, 0.6809]],
  "lowdin_charge": [0.75, -0.83, -0.13, -0.06, -0.19, -0.75, 0.72, 0.09, 0.11, 0.14, 0.13],
  "homo_ev": -8.9,
  "de_lowest_kcal_mol": 19.0,
  "smiles": "S=C1C=CCC1=S"
}

No. 3
{
  "formula": "C5H4S3",
  "method": "ωB97M-V with the def2-TZVPD basis set",
  "symbols": ["C", "C", "C", "C", "S", "C", "S", "S", "H", "H", "H", "H"],
  "xyz": [[2.2021, -0.0423, -0.2317], [0.9029, -0.1551, -0.0690], [-0.1320, 0.8840, 0.2461], [-1.5040, 0.3111, -0.0150], [-2.8205, 1.2235, -0.1823], [-1.5014, -1.1462, -0.0398], [-2.7888, -2.1134, -0.0397], [0.1161, -1.7806, -0.0657], [2.7137, 0.8972, -0.1753], [2.8232, -0.9106, -0.4634], [0.0292, 1.8058, -0.2917], [-0.0405, 1.0267, 1.3276]],
  "lowdin_charge": [-0.02, -0.57, -0.22, -0.87, 0.80, -1.19, 0.69, 0.99, 0.06, 0.07, 0.12, 0.14],
  "homo_ev": -8.9,
  "de_lowest_kcal_mol": 13.7,
  "smiles": "C=C1CC(=S)C(=S)S1"
}